1.
Density functional theory data (wB97M-V/def2-TZVPD) for a cluster of 8 separate species, C27H56FO7PS2 in total.

Structure (ORCA input):
```
! RIJCOSX wB97M-V def2-TZVPD def2/J DEFGRID3
* xyz 0 1
S -7.06 -0.97 -1.31
S -3.47 3.00 0.53
P -5.41 0.29 -0.77
F -3.62 -0.18 -2.73
O 2.62 4.75 -1.98
O 6.64 -0.80 -0.58
O 1.65 0.08 -0.56
O 6.33 1.77 3.58
O -9.62 -1.57 -5.67
O 9.97 -2.43 2.96
O -9.15 0.63 1.84
C -3.41 2.69 -1.25
C 0.44 5.56 -1.47
C 2.63 -0.63 -0.66
C 3.98 2.10 3.46
C 11.85 -3.54 2.02
C -10.84 -0.97 2.31
C -1.64 -0.44 -0.85
C -8.70 -2.34 -5.54
C 1.56 4.54 -1.43
C -4.11 -0.78 -1.57
C 1.29 3.27 -0.67
C -4.74 2.83 -1.99
C 7.60 0.96 0.70
C -2.97 -1.15 -0.60
C -9.41 -0.52 2.13
C 10.40 -4.58 3.87
C -5.68 1.61 -2.02
C 7.18 -1.36 1.67
C -8.47 -3.09 -4.25
C 3.18 -1.40 0.51
C -8.34 -1.56 2.31
C 5.38 2.44 3.91
C 7.10 -0.44 0.49
C 3.37 -0.78 -1.96
C -7.71 -2.59 -6.65
C 10.67 -3.41 2.95
C 5.54 3.65 4.79
H 3.18 -2.47 0.29
H -8.02 -0.05 -1.24
H -11.08 -1.77 1.61
H 1.06 3.51 0.37
H 0.43 2.75 -1.09
H -9.24 -2.82 -3.53
H 9.53 -4.37 4.49
H 4.96 3.53 5.71
H -0.84 -0.99 -0.35
H -7.36 -1.11 2.14
H -7.97 -1.99 -7.52
H -10.98 -1.36 3.32
H -6.70 -2.33 -6.32
H 7.01 1.43 1.49
H 4.21 -1.10 0.70
H 11.26 -4.76 4.51
H -3.30 -0.90 0.41
H 8.22 -1.47 1.99
H 3.34 1.92 4.33
H -8.38 -1.98 3.31
H 7.50 1.53 -0.22
H -7.49 -2.84 -3.84
H -1.38 -0.39 -1.91
H -5.69 1.18 -3.02
H -7.71 -3.64 -6.92
H -2.72 3.45 -1.61
H 11.72 -4.41 1.37
H 0.76 6.43 -2.05
H -4.60 -1.70 -1.90
H -8.49 -2.37 1.59
H -2.82 -2.23 -0.64
H 2.57 -1.21 1.40
H -6.70 1.94 -1.82
H 12.76 -3.68 2.59
H -8.51 -4.17 -4.44
H -1.62 0.56 -0.42
H 6.59 3.79 5.04
H 2.15 2.62 -0.71
H 3.55 2.93 2.90
H 11.93 -2.64 1.41
H 8.65 0.95 1.01
H 6.78 -2.34 1.41
H 6.62 -0.94 2.51
H 3.39 -1.83 -2.26
H 10.22 -5.48 3.29
H 4.41 -0.46 -1.82
H -11.52 -0.14 2.15
H 2.90 -0.19 -2.74
H -5.27 3.70 -1.60
H 4.00 1.21 2.84
H -0.44 5.12 -1.93
H 5.16 4.54 4.27
H -3.79 1.77 0.94
H -4.48 3.05 -3.03
H 0.18 5.87 -0.46
H -2.95 1.73 -1.47
*
```

Calculated values
Structure (SMILES): CC[C@H](F)P(S)CCCS.CC(C)=O.CC(C)=O.CC(C)=O.CC(C)=O.CC(C)=O.CC(C)=O.CC(C)=O
Calculated total energy (a.u.): -2826.617113


2.
Density functional theory data (wB97M-V/def2-TZVPD) for the molecule C2H2O2S2.

Structure (ORCA input):
```
! RIJCOSX wB97M-V def2-TZVPD def2/J DEFGRID3
* xyz 0 1
S 2.33 0.08 -0.21
S -2.26 -0.20 -0.19
O 0.33 -1.66 0.34
O -0.47 1.79 0.23
C 0.58 -0.45 0.09
C -0.60 0.61 0.13
H 1.77 1.26 0.53
H -1.66 -1.46 0.02
*
```

Calculated values
Structure (SMILES): O=C(S)C(=O)S
Energy above the lowest of the compared OMol25 structures with the same formula, charge and spin (kJ/mol): 107.4


3.
Density functional theory data (wB97M-V/def2-TZVPD) for a cluster of 2 separate species, CH3ClN2O2 in total.

Structure (ORCA input):
```
! RIJCOSX wB97M-V def2-TZVPD def2/J DEFGRID3
* xyz 0 1
Cl 0.81 -2.01 -0.38
O 2.43 0.93 0.40
O 0.69 1.66 -0.72
N 1.34 0.97 -0.03
N 0.15 -0.77 0.57
C -1.11 -0.30 0.13
H -1.56 0.25 0.95
H -1.76 -1.11 -0.19
H -1.01 0.39 -0.73
*
```

Calculated values
Energy above the lowest of the compared OMol25 structures with the same formula, charge and spin (kJ/mol): 360.0